(1)
ORCA calculation (ωB97M-V with the def2-TZVPD basis set) on 7 unconnected molecules or ions with the total composition C6H22O7 at a distorted geometry.

Results
* lowest unoccupied orbital energy: 0.086 eV
* relative energy (zero: lowest compared OMol25 entry of this formula, charge and spin): 6.070 eV
* molar mass: 206.23 g mol⁻¹
* orbital gap: 0.3736 hartree

Geometry (Å):
O1 -2.392 0.799 -1.191
C1 -1.729 -0.094 -1.633
C2 -0.460 -0.602 -0.997
C3 0.276 -1.491 -1.925
C4 1.405 -0.801 -2.606
C5 3.063 0.963 -1.636
C6 2.570 -0.234 -1.724
H1 -2.237 -0.751 -2.472
H2 0.298 0.108 -0.572
H3 -0.986 -1.112 -0.101
H4 -0.385 -2.011 -2.628
H5 0.870 -2.136 -1.344
H6 1.839 -1.569 -3.271
H7 1.166 0.104 -3.356
H8 2.374 1.772 -2.040
H9 3.846 1.179 -1.002
H10 3.242 -1.028 -1.282
H11 2.137 3.811 0.526
H12 1.848 2.450 1.131
O2 2.592 3.062 0.874
H13 -1.966 -1.791 1.109
H14 -3.377 -1.828 1.612
O3 -2.674 -1.466 1.000
H15 0.401 0.065 2.433
H16 1.625 -0.837 2.849
O4 0.629 -0.890 2.648
H17 -2.920 0.693 2.200
H18 -2.764 1.692 1.122
O5 -2.835 1.557 2.022
H19 -0.660 -3.020 0.992
H20 -0.588 -2.360 2.500
O6 -0.683 -3.093 1.924
H21 -1.806 3.063 2.126
H22 -0.781 2.517 1.043
O7 -0.938 3.275 1.667

Atomic partial charges in e from the Löwdin method, atoms 1 to 2: number 1, O, carries 0.045; number 2, C, carries -0.266



(2)
ORCA calculation (ωB97M-V with the def2-TZVPD basis set) on 5 unconnected molecules or ions with the total composition C6H22O8 at a distorted geometry.

Results
* lowest unoccupied orbital energy: 0.271 eV
* relative energy (zero: lowest compared OMol25 entry of this formula, charge and spin): 1.764 eV
* molar mass: 222.23 g mol⁻¹
* orbital gap: 0.3580 hartree

Geometry (Å):
O1 -0.838 -0.488 0.112
H1 -0.930 -0.264 1.035
H2 -0.319 0.205 -0.296
O2 0.442 -2.948 0.980
H3 0.461 -3.261 1.904
H4 -0.018 -2.132 0.947
C1 0.406 2.986 -1.644
C2 0.738 2.641 -0.234
O3 1.186 1.268 -0.399
O4 1.540 2.913 -2.409
H5 0.034 4.036 -1.659
H6 -0.458 2.351 -1.932
H7 -0.182 2.751 0.268
H8 1.499 3.290 0.079
H9 1.910 1.295 -0.987
H10 1.702 3.730 -2.861
C3 0.633 -1.632 -2.337
C4 -0.104 -0.562 -3.074
O5 0.869 0.309 -3.619
O6 1.446 -2.254 -3.373
H11 -0.094 -2.333 -1.914
H12 1.201 -1.293 -1.503
H13 -0.782 0.027 -2.490
H14 -0.852 -0.962 -3.804
H15 0.970 1.108 -3.053
H16 1.370 -3.206 -3.150
C5 -1.895 -1.299 3.370
C6 -0.586 -0.458 3.479
O7 -0.838 0.668 2.637
O8 -1.866 -2.292 4.366
H17 -1.984 -1.769 2.338
H18 -2.774 -0.679 3.517
H19 0.354 -0.982 3.195
H20 -0.422 -0.117 4.514
H21 -0.187 1.364 2.737
H22 -1.630 -2.012 5.258

Atomic partial charges in e from the Löwdin method, atoms 1 to 2: number 1, O, carries -0.051; number 2, H, carries -0.016



(3)
ORCA calculation (ωB97M-V with the def2-TZVPD basis set) on 4 unconnected molecules or ions with the total composition C6H23N2O3 at a distorted geometry.

Results
* lowest unoccupied orbital energy: -2.531 eV
* relative energy (zero: lowest compared OMol25 entry of this formula, charge and spin): 0.995 eV
* molar mass: 171.26 g mol⁻¹
* net charge: +1
* orbital gap: 0.3919 hartree

Geometry (Å):
C1 -1.937 1.804 -0.899
C2 -0.878 0.725 -1.175
C3 0.499 1.390 -1.235
C4 1.797 0.570 -1.253
C5 2.534 0.211 0.087
N1 1.661 0.053 1.256
C6 1.674 1.221 2.151
N2 -0.906 -0.257 -0.039
H1 -1.870 2.524 -1.711
H2 -1.536 2.422 -0.095
H3 -2.927 1.404 -0.702
H4 -1.181 0.197 -2.069
H5 0.437 2.102 -2.052
H6 0.566 2.064 -0.372
H7 2.569 1.101 -1.806
H8 1.567 -0.379 -1.744
H9 3.098 -0.674 -0.115
H10 3.355 0.914 0.193
H11 1.969 -0.758 1.788
H12 2.391 1.202 2.973
H13 0.736 1.226 2.696
H14 1.751 2.139 1.579
H15 0.033 -0.186 0.589
H16 -1.033 -1.231 -0.317
H17 -1.671 -0.078 0.608
H18 0.394 -2.851 -2.184
H19 0.738 -4.313 -1.897
O1 0.048 -3.751 -2.247
H20 -2.915 0.058 2.901
H21 -3.271 1.547 2.716
O2 -2.594 0.873 2.484
H22 -2.383 -3.778 0.256
H23 -1.164 -4.136 -0.401
O3 -1.552 -3.357 0.034

Atomic partial charges in e from the Löwdin method, atoms 1 to 2: number 1, C, carries -0.040; number 2, C, carries -0.334